No. 1
Density functional theory data (the ωB97M-V functional and the def2-TZVPD basis) for 2 unconnected molecules or ions with the total composition C2H3ClN2 at a distorted geometry.

Geometry (Å):
C (0.11, 0.01, 0.72)
Cl (-0.71, -1.71, -1.94)
N (-0.86, 0.55, 1.11)
H (0.06, 0.58, -2.08)
C (0.47, -0.58, -2.10)
N (-1.97, 1.11, 1.24)
H (-2.49, 0.93, 2.08)
H (1.11, -0.09, 0.37)

The net charge is 0. The value obtained for the gap between HOMO and LUMO (alpha / beta) is 7.8 / 7.8 eV. As for the energy: -17617.929 eV. The lowest unoccupied orbital energy (alpha / beta) comes out at -1.0 / -1.0 eV. The largest force on an atom is 2.678 eV Å⁻¹.

natural (NBO) charges in e: C -0.0387; Cl 0.1066; N 0.0126; H 0.1349; C -0.2510; N -0.5781; H 0.3552; H 0.2586

No. 2
Density functional theory data (the ωB97M-V functional and the def2-TZVPD basis) for CH3FNOPS in the gas phase at a distorted geometry.

Geometry (Å):
C (0.02, 0.29, -0.49)
H (-1.11, -0.99, -1.55)
H (-1.96, 0.78, 0.22)
O (1.17, 0.43, 0.24)
P (-1.08, 1.68, -0.03)
N (-0.20, -0.81, -0.96)
S (2.25, -0.85, 0.14)
H (-0.65, 1.50, 1.32)
F (1.56, -2.03, 1.11)

As for the structure (SMILES): [H]/N=C(\P)OSF. The net charge is 0. The value obtained for the gap between HOMO and LUMO is 9.6 eV. As for the energy: -27461.754 eV. The lowest unoccupied orbital energy comes out at 0.4 eV. The largest force on an atom is 5.783 eV Å⁻¹.

natural (NBO) charges in e: C 0.3094; H 0.3781; H -0.0346; O -0.6708; P 0.2905; N -0.6712; S 0.8640; H 0.0185; F -0.4839